Record 1
Density functional theory data (the ωB97M-V functional and the def2-TZVPD basis) for 9 unconnected molecules or ions with the total composition C5H30N2O9 at a distorted geometry.

Structure (XYZ):
```
46
Properties=species:S:1:pos:R:3:mulliken_charge:R:1
C 1.627 -2.246 -0.461 -1.022
C 1.141 -1.735 0.895 0.233
N 2.220 -1.064 1.639 -0.554
C 0.052 -0.645 0.777 -0.296
N -1.075 -0.967 -0.096 0.143
C -1.794 -2.186 0.308 -0.795
C -3.222 -2.142 -0.228 -0.584
O -4.008 -1.196 0.482 -0.535
H 1.988 -1.429 -1.090 0.133
H 2.422 -2.986 -0.348 0.429
H 0.797 -2.691 -1.025 0.247
H 0.741 -2.591 1.444 0.412
H 2.872 -0.605 1.007 0.200
H 2.766 -1.707 2.198 0.263
H 0.516 0.250 0.376 -0.268
H -0.277 -0.445 1.804 0.344
H -1.706 -0.168 -0.113 0.168
H -1.200 -3.024 -0.073 0.426
H -1.833 -2.285 1.402 0.330
H -3.241 -1.986 -1.304 0.277
H -3.708 -3.103 -0.026 0.395
H -3.619 -0.305 0.405 0.293
O -0.945 2.921 3.012 -0.739
H -1.385 2.923 2.129 0.412
H -1.505 2.390 3.583 0.319
O 0.060 -0.624 -2.696 -0.804
H -0.627 -0.155 -3.189 0.297
H -0.319 -0.696 -1.778 0.359
O 1.932 1.338 -2.097 -0.835
H 1.299 0.610 -2.338 0.403
H 1.549 1.955 -1.426 0.422
O 4.057 0.342 -0.665 -0.638
H 3.295 0.672 -1.201 0.423
H 4.755 0.111 -1.307 0.304
O -1.782 2.885 0.381 -0.683
H -0.850 3.003 0.048 0.450
H -2.262 3.650 0.059 0.291
O 1.658 2.690 2.171 -0.743
H 0.823 2.759 2.687 0.405
H 1.941 1.766 2.325 0.317
O -1.500 -3.200 -2.648 -0.616
H -1.027 -3.394 -3.465 0.298
H -1.075 -2.383 -2.337 0.256
O 0.789 3.157 -0.282 -0.818
H 1.230 2.963 0.606 0.414
H 1.177 3.975 -0.595 0.267
```

Energy relative to the best compared isomer or geometry (same formula, charge and spin)   0.0 kcal/mol
HOMO level   -0.342 Ha
Gap between HOMO and LUMO   0.348 Eh
Calculated total energy   -27080.97046 eV

=====

Record 2
Density functional theory data (the ωB97M-V functional and the def2-TZVPD basis) for 12 unconnected molecules or ions with the total composition C5H30O14 at a distorted geometry.

Structure (XYZ):
```
49
Properties=species:S:1:pos:R:3:mulliken_charge:R:1
O 0.144 0.600 -2.852 -0.503
C -0.865 0.198 -2.225 0.053
C -0.849 -1.133 -1.657 -0.764
C -0.267 -1.166 -0.315 0.055
C 1.202 -0.808 -0.384 0.627
C 2.008 -2.069 -0.825 0.295
O 1.711 -3.211 -0.615 -0.543
O 2.973 -1.630 -1.713 -0.442
H -1.749 0.916 -2.066 0.414
H -0.402 -1.727 -2.364 0.527
H -1.860 -1.597 -1.431 0.281
H -0.474 -2.214 0.275 0.327
H -0.977 -0.383 0.224 -0.386
H 1.676 -0.413 0.479 0.429
H 1.349 0.133 -1.131 -0.617
H 3.628 -2.292 -2.103 0.382
O 0.825 -2.823 -3.887 -0.649
H 1.056 -1.896 -3.651 0.409
H 1.245 -3.320 -3.252 0.312
O 2.782 1.252 -2.337 -0.646
H 3.509 0.641 -2.005 0.305
H 2.252 0.730 -2.948 0.386
O 0.652 0.815 2.860 -0.585
H 0.799 0.116 3.534 0.371
H -0.125 0.627 2.353 0.159
O -0.365 -2.792 3.225 -0.688
H 0.186 -3.577 2.976 0.301
H -0.208 -2.017 2.662 0.400
O -4.620 0.264 1.370 -0.704
H -4.173 -0.585 1.531 0.334
H -4.299 0.570 0.492 0.321
O -0.619 3.524 0.647 -0.521
H 0.268 3.470 0.858 0.219
H -0.506 3.840 -0.234 0.345
O -1.750 -0.686 2.683 -0.515
H -2.177 -1.156 3.448 0.270
H -2.222 0.133 2.508 0.326
O 3.464 0.671 3.465 -0.628
H 2.771 1.361 3.336 0.333
H 3.649 0.228 2.613 0.295
O 0.534 3.137 -1.738 -0.715
H 0.829 2.908 -2.614 0.372
H 1.226 2.449 -1.464 0.257
O -2.947 1.797 2.688 -0.704
H -2.773 2.603 2.331 0.225
H -3.847 1.309 2.619 0.383
O -2.920 2.113 -0.471 -0.550
H -2.696 3.074 -0.218 0.232
H -2.229 1.668 -0.920 0.216
```

Energy relative to the best compared isomer or geometry (same formula, charge and spin)   103.1 kcal/mol
HOMO level   -0.401 Ha
Gap between HOMO and LUMO   0.393 Eh
Calculated total energy   -34334.59422 eV

=====

Record 3
Density functional theory data (the ωB97M-V functional and the def2-TZVPD basis) for 11 unconnected molecules or ions with the total composition C5H31NO11S at a distorted geometry.

Structure (XYZ):
```
49
Properties=species:S:1:pos:R:3:mulliken_charge:R:1
C -0.797 2.168 -0.473 -1.015
C -0.730 2.717 0.984 -0.517
S 0.905 3.501 1.437 0.242
C -0.032 0.780 -0.542 1.567
N -0.884 -0.339 0.019 0.108
C -0.197 -1.701 -0.169 -0.025
C -1.221 -2.834 0.242 -0.214
O -0.792 -3.708 0.965 -0.461
H -0.304 3.013 -1.012 0.240
H -1.800 2.068 -0.847 0.475
H -1.350 3.598 1.086 0.579
H -1.057 1.953 1.749 0.195
H 1.749 2.614 0.854 0.257
H 0.912 0.970 0.057 -0.860
H 0.266 0.641 -1.608 -0.359
H -0.844 -0.156 1.078 0.003
H 0.760 -1.619 0.353 0.182
H 0.132 -1.731 -1.241 0.365
H -2.257 -2.760 -0.135 0.332
H -0.344 2.038 3.875 0.302
H 0.785 1.151 4.231 0.230
O 0.155 1.295 3.604 -0.483
H 1.680 0.328 1.853 0.176
H 2.579 -0.417 0.782 0.415
O 2.208 -0.370 1.706 -0.618
H 0.472 -0.628 -3.989 0.304
H -0.697 0.077 -3.621 0.459
O 0.143 0.255 -4.028 -0.742
H 2.211 -1.075 -1.881 0.315
H 2.487 -1.938 -3.124 0.322
O 1.955 -1.723 -2.441 -0.604
H 3.858 0.025 -1.117 0.253
H 2.636 0.799 -1.729 0.417
O 2.905 0.311 -0.933 -0.658
H 0.657 -3.403 2.903 0.330
H 0.656 -1.953 2.536 0.323
O 0.260 -2.523 3.116 -0.666
H -1.257 -1.568 3.133 0.382
H -1.305 -0.073 3.528 0.234
O -1.678 -0.735 2.954 -0.552
H 1.458 1.285 -3.579 0.369
H 1.875 2.465 -2.716 0.284
O 2.157 1.611 -3.024 -0.721
H -2.483 -0.384 -1.920 0.277
H -2.133 0.954 -2.801 0.312
O -2.257 0.002 -2.754 -0.697
H -3.585 -1.388 0.194 0.289
H -3.850 -1.641 1.662 0.303
O -4.009 -1.952 0.781 -0.647
```

Energy relative to the best compared isomer or geometry (same formula, charge and spin)   29.8 kcal/mol
HOMO level (spin up / spin down)   -0.442 / -0.441 Ha
Gap between HOMO and LUMO (spin up / spin down)   0.299 / 0.106 Eh
2S+1   2
Total charge   +1
<S²>   0.754
Calculated total energy   -40524.94692 eV

=====

Record 4
Density functional theory data (the ωB97M-V functional and the def2-TZVPD basis) for 9 unconnected molecules or ions with the total composition C5H32N3O8 at a distorted geometry.

Structure (XYZ):
```
48
Properties=species:S:1:pos:R:3:mulliken_charge:R:1
N 0.525 1.990 -2.293 -0.080
C 1.847 1.582 -1.645 -0.804
C 1.421 0.433 -0.572 -0.158
N 0.036 0.808 -0.036 0.575
C -0.782 -0.360 0.075 0.744
C -1.958 0.157 0.974 -1.161
N -1.732 0.875 2.242 -0.198
C -1.255 0.056 3.430 -1.059
H -0.052 2.408 -1.595 0.220
H 0.593 2.645 -3.068 0.342
H 0.205 0.985 -2.574 0.176
H 2.725 1.133 -2.258 0.275
H 2.354 2.492 -1.283 0.434
H 1.405 -0.494 -1.249 0.270
H 2.165 0.647 0.309 0.211
H 0.223 1.205 0.955 -0.238
H -1.052 -0.630 -0.998 -0.586
H -0.440 -1.309 0.600 0.179
H -2.595 0.727 0.289 0.391
H -2.507 -0.850 1.271 0.339
H -2.673 1.152 2.466 0.312
H -0.200 0.100 3.543 0.192
H -1.681 -0.882 3.476 0.416
H -1.602 0.562 4.307 0.441
H -1.750 3.504 1.218 0.302
H -0.744 3.950 0.224 0.260
O -0.913 3.951 1.150 -0.587
H -2.420 -1.157 -2.708 0.293
H -3.015 0.014 -3.404 0.291
O -2.160 -0.302 -3.080 -0.666
H -1.027 -4.519 0.792 0.274
H 0.325 -3.880 0.156 0.296
O -0.611 -3.869 0.220 -0.578
H 4.082 -2.360 -0.303 0.278
H 3.762 -1.796 1.131 0.324
O 3.358 -1.993 0.231 -0.579
H 2.039 -0.600 2.416 0.351
H 2.492 -1.693 3.377 0.301
O 2.843 -1.107 2.705 -0.684
H 0.420 2.525 2.724 0.232
H 1.903 2.529 2.696 0.271
O 1.129 1.903 2.530 -0.570
H -1.643 -3.744 -2.724 0.297
H -1.570 -2.961 -1.414 0.330
O -1.747 -2.837 -2.384 -0.699
H 0.616 -0.275 -4.522 0.272
H -0.630 -0.590 -3.754 0.356
O 0.287 -0.128 -3.646 -0.597
```

Energy relative to the best compared isomer or geometry (same formula, charge and spin)   54.0 kcal/mol
HOMO level   -0.428 Ha
Gap between HOMO and LUMO   0.339 Eh
Total charge   +1
Calculated total energy   -26546.82977 eV